C11H18N2O3SSn | the ωB97M-V functional and the def2-TZVPD basis

Atoms and positions in Å:
1 Sn -1.874 2.180 -1.886
2 S 0.833 -2.751 0.998
3 O -5.139 -0.993 -0.369
4 O -1.203 1.132 3.893
5 O -0.591 1.525 1.615
6 N -3.258 -2.400 -0.646
7 N -1.356 -0.794 1.226
8 C -0.429 0.978 2.939
9 C -0.060 0.584 -0.603
10 C -0.435 -1.677 0.964
11 C 4.216 -0.433 0.672
12 C 1.512 0.779 -0.190
13 C -2.522 1.129 0.140
14 C 3.958 -0.150 -0.889
15 C 2.417 0.035 -1.298
16 C -1.070 0.545 0.666
17 C -3.923 -1.075 -0.673
18 C -3.154 0.291 -1.103
19 H 4.351 -1.081 -1.456
20 H 4.645 0.710 -1.196
21 H -2.366 2.237 -0.185
22 H 0.546 0.382 3.130
23 H 3.797 -1.427 1.052
24 H 1.927 -0.954 -1.650
25 H 1.595 0.297 0.858
26 H -0.210 -0.265 -1.365
27 H -3.268 1.112 1.025
28 H -3.981 0.968 -1.567
29 H -0.317 1.575 -1.197
30 H -3.184 -2.751 0.320
31 H -2.331 -2.332 -1.091
32 H 2.404 0.719 -2.235
33 H -2.428 0.051 -1.964
34 H 1.802 1.883 -0.193
35 H 5.342 -0.413 0.910
36 H 3.750 0.385 1.348

Results
Frontier orbital gap, eV: 6.5680
Molecular weight, g mol⁻¹: 377.05
Total charge: +2
E_LUMO, Eh: -0.375
Energy above the lowest of the compared OMol25 structures with the same formula, charge and spin, kJ/mol: 369.5
E, hartree: -1376.73488
F_max, Eh/bohr: 0.1099

Here are the Löwdin charges for atoms 1 to 4, given in e: 1.679 0.858 0.122 0.133

=====

C11H18O3 | the ωB97M-V functional and the def2-TZVPD basis

Atoms and positions in Å:
1 O 0.738 0.228 3.779
2 O 0.485 3.329 2.621
3 O -1.351 0.828 1.955
4 C -1.689 -2.241 1.015
5 C 0.571 -0.539 2.598
6 C 2.450 1.500 -0.995
7 C -1.875 -0.249 -0.494
8 C 0.505 -1.331 -0.169
9 C 1.087 2.014 -0.670
10 C 0.684 2.069 0.555
11 C -0.933 -1.016 0.503
12 C 0.210 2.508 -1.819
13 C -0.615 -0.108 1.720
14 C 0.497 2.766 1.601
15 H -2.550 -0.958 -0.986
16 H -2.471 0.459 0.072
17 H 0.843 1.182 3.500
18 H 1.227 -0.452 -0.096
19 H 0.957 -2.206 0.233
20 H 1.438 -0.547 1.886
21 H -0.518 3.203 -1.266
22 H -0.311 1.628 -2.165
23 H 2.951 2.361 -1.485
24 H -1.115 -3.178 0.949
25 H 3.000 1.273 -0.129
26 H 2.489 0.595 -1.632
27 H 0.495 -1.548 2.899
28 H 0.814 2.970 -2.591
29 H -1.808 -2.115 2.039
30 H -2.767 -2.329 0.582
31 H 0.444 -1.393 -1.330
32 H -1.353 0.238 -1.380

Results
Frontier orbital gap, eV: 8.6773
Molecular weight, g mol⁻¹: 198.26
Total charge: 0
SMILES: CC(C)(C)C(=O)CO.CC(C)=C=C=O
E_LUMO, Eh: 0.001
Energy above the lowest of the compared OMol25 structures with the same formula, charge and spin, kJ/mol: 223.8
E, hartree: -655.52034
F_max, Eh/bohr: 0.0613

Here are the Löwdin charges for atoms 1 to 4, given in e: -0.038 0.151 0.086 -0.036

=====

C11H19Br8ClI2NO4S2 | the ωB97M-V functional and the def2-TZVPD basis

Atoms and positions in Å:
1 I -0.869 -2.837 -2.855
2 I -4.264 0.833 -2.449
3 Br -0.642 -0.688 1.209
4 Br 3.437 -0.767 3.947
5 Br 3.375 -1.362 0.268
6 Br 1.695 -4.014 2.940
7 Br -0.772 -4.917 0.299
8 Br -0.717 6.723 1.815
9 Br -4.110 0.419 1.874
10 Br 1.591 3.862 1.333
11 Cl 0.770 2.975 -4.721
12 S -0.933 2.860 -3.558
13 S -1.527 0.299 -4.218
14 O -0.167 0.088 -3.823
15 O -1.493 4.174 -3.674
16 O -0.525 2.479 -2.239
17 O -1.955 -0.337 -5.427
18 N -1.937 1.861 -4.264
19 C 4.896 -1.000 2.683
20 C -2.469 -1.553 -2.366
21 C -1.502 -0.203 2.884
22 C -2.615 -0.375 -2.969
23 C -3.347 -2.123 -1.311
24 C 4.605 -0.337 1.364
25 C 1.976 -4.703 1.141
26 C 0.258 4.611 0.121
27 C 0.200 6.109 0.205
28 C -2.926 -0.681 2.955
29 C 0.995 -4.129 0.157
30 H -3.303 -0.600 3.972
31 H 0.861 -3.060 0.283
32 H -4.392 -2.004 -1.549
33 H -3.038 -1.703 2.607
34 H 1.927 -5.784 1.207
35 H -0.906 -0.681 3.659
36 H 5.757 -0.531 3.153
37 H 1.315 -4.335 -0.863
38 H 1.184 6.565 0.218
39 H 0.563 4.295 -0.874
40 H 2.985 -4.394 0.877
41 H 5.515 -0.266 0.772
42 H -3.104 -1.684 -0.354
43 H -0.684 4.135 0.366
44 H -0.378 6.507 -0.625
45 H -1.419 0.874 2.974
46 H 5.072 -2.067 2.594
47 H 4.172 0.651 1.480
48 H -3.157 -3.183 -1.217

Results
Frontier orbital gap, eV: 8.0297
Molecular weight, g mol⁻¹: 1221.90
Total charge: -1
E_LUMO, Eh: 0.069
E, hartree: -23230.38672
F_max, Eh/bohr: 0.0350

Here are the Löwdin charges for atoms 1 to 4, given in e: 0.988 0.934 0.665 0.586

=====

C11H19BrClNO4P | the ωB97M-V functional and the def2-TZVPD basis

Atoms and positions in Å:
1 Br -0.331 2.349 -2.787
2 Cl -2.819 -2.777 0.573
3 P -4.220 -1.349 0.021
4 O -4.704 -1.828 -1.448
5 O 2.166 -1.037 0.870
6 O -1.701 -0.016 -2.318
7 O 1.670 0.936 1.779
8 N -1.759 0.068 0.265
9 C 2.347 1.937 2.580
10 C -3.126 0.170 -0.344
11 C 3.441 1.175 3.314
12 C 0.530 -1.679 -2.252
13 C -2.909 0.522 -1.832
14 C 2.492 -0.126 1.575
15 C 0.363 -2.624 -1.291
16 C 3.795 0.074 2.312
17 C -0.584 0.629 -1.790
18 C 0.706 -0.198 -1.995
19 C -0.834 1.091 -0.329
20 H 0.084 1.093 0.249
21 H -3.744 0.190 -2.441
22 H 1.318 -0.081 -1.106
23 H 2.746 2.701 1.911
24 H 4.106 -0.848 2.794
25 H -2.894 1.612 -1.921
26 H 1.629 2.400 3.253
27 H -0.466 -2.623 -0.587
28 H -1.375 -0.850 0.001
29 H 4.553 0.395 1.597
30 H 1.088 -3.431 -1.232
31 H -3.653 1.008 0.110
32 H -1.289 2.075 -0.356
33 H 3.036 0.727 4.222
34 H 1.265 0.199 -2.834
35 H -3.965 -1.785 -2.074
36 H 0.584 -2.034 -3.278
37 H -1.792 0.159 1.278
38 H 4.281 1.805 3.598

Results
Frontier orbital gap, eV: 8.2113
Molecular weight, g mol⁻¹: 375.61
Total charge: +1
E_LUMO, Eh: -0.111
E, hartree: -4161.53758
F_max, Eh/bohr: 0.0343

Here are the Löwdin charges for atoms 1 to 4, given in e: 0.816 0.309 0.628 -0.325

=====

C11H19ClFNOPdSi | the ωB97M-V functional and the def2-TZVPD basis

Atoms and positions in Å:
1 Pd -0.128 -0.145 0.817
2 Cl 1.105 -1.528 2.630
3 Si -2.277 1.746 2.326
4 F -1.156 -0.802 -1.057
5 O 1.714 -0.967 -0.747
6 N -1.735 1.090 0.830
7 C -2.430 0.339 3.565
8 C -3.946 2.593 2.278
9 C -3.077 2.259 -0.888
10 C -1.995 0.256 -1.428
11 C -1.052 3.019 2.967
12 C 2.882 -1.732 -0.452
13 C -2.475 0.251 -2.710
14 C -3.592 2.291 -2.174
15 C 0.818 0.250 2.465
16 C -2.250 1.210 -0.440
17 C -3.303 1.298 -3.099
18 H 3.476 -1.146 0.243
19 H -3.953 3.525 1.711
20 H -4.734 1.946 1.886
21 H -3.699 1.337 -4.104
22 H -1.274 3.998 2.533
23 H 1.194 -1.424 -1.415
24 H -2.100 0.639 4.563
25 H 3.470 -1.912 -1.353
26 H -4.206 2.844 3.312
27 H 2.631 -2.683 0.020
28 H -3.470 0.014 3.650
29 H -1.108 3.120 4.055
30 H -4.225 3.122 -2.462
31 H -2.207 -0.552 -3.382
32 H -1.839 -0.525 3.257
33 H -3.305 3.061 -0.202
34 H 1.778 0.720 2.264
35 H 0.343 0.626 3.363
36 H -0.025 2.777 2.697

Results
Frontier orbital gap, eV: 7.6301
Molecular weight, g mol⁻¹: 370.24
Total charge: 0
E_LUMO, Eh: 0.011
Energy above the lowest of the compared OMol25 structures with the same formula, charge and spin, kJ/mol: 28.8
E, hartree: -1537.95532
F_max, Eh/bohr: 0.0085

Here are the Löwdin charges for atoms 1 to 4, given in e: 0.762 0.502 0.370 -0.069

=====

C11H19FNO2 | the ωB97M-V functional and the def2-TZVPD basis

Atoms and positions in Å:
1 F 3.231 -1.501 0.694
2 O -2.072 -0.907 0.204
3 O -0.520 -2.329 -0.329
4 N 1.663 0.636 -0.339
5 C 3.246 2.148 0.552
6 C 2.818 0.779 0.151
7 C 0.239 -1.232 0.243
8 C -0.880 -0.280 0.717
9 C 4.744 -0.497 -0.858
10 C -4.994 -0.706 0.338
11 C -4.846 1.657 -0.435
12 C -1.746 -2.010 -0.330
13 C 3.861 -0.303 0.371
14 C 1.125 -0.601 -0.839
15 C -4.844 0.583 0.594
16 H 4.165 2.412 0.032
17 H 0.497 -0.333 -1.696
18 H 3.451 2.181 1.620
19 H 5.379 0.372 -0.983
20 H 5.371 -1.374 -0.713
21 H 0.858 -1.638 1.048
22 H -5.136 -1.065 -0.668
23 H -3.949 2.272 -0.359
24 H -0.978 -0.201 1.802
25 H -4.919 1.246 -1.439
26 H -4.728 0.919 1.616
27 H -0.785 0.719 0.285
28 H 1.868 -1.337 -1.161
29 H -5.022 -1.446 1.120
30 H -2.495 -2.662 -0.768
31 H 4.474 -0.059 1.246
32 H -5.697 2.316 -0.267
33 H 2.474 2.870 0.308
34 H 4.146 -0.631 -1.755

Results
Frontier orbital gap, eV: 8.1683
Molecular weight, g mol⁻¹: 216.28
Total charge: +1
E_LUMO, Eh: -0.156
Energy above the lowest of the compared OMol25 structures with the same formula, charge and spin, kJ/mol: 0.0
E, hartree: -735.32200
F_max, Eh/bohr: 0.0300

Here are the Löwdin charges for atoms 1 to 4, given in e: -0.020 0.109 0.163 0.097

=====

Which of these has the lowest E?
C11H19Br8ClI2NO4S2